No. 1
Here is a molecular structure, C18H28N6OSSbSr at a distorted geometry from OMol25. Energies are from ωB97M-V/def2-TZVPD.

```
! wB97M-V def2-TZVPD RIJCOSX def2/J DEFGRID3
* xyz 1 1
Sb -1.664 0.731 -1.156
Sr 1.092 1.444 0.421
S 0.785 2.718 -2.196
O 0.671 -0.971 1.178
N 2.372 0.801 4.471
N 0.789 -1.130 -0.214
N 0.673 1.098 3.103
N 1.438 0.074 -2.898
N 2.584 1.642 -3.875
N 3.061 0.490 -4.409
C 1.540 0.205 3.575
C -1.622 2.125 0.660
C 1.484 -1.764 1.988
C 2.497 -3.835 2.594
C 0.988 2.291 3.726
C -2.819 -1.052 -0.849
C -2.907 2.948 0.754
C -3.073 1.706 -2.407
C 1.618 1.391 -2.977
C 1.750 -1.220 3.246
C 2.705 -3.355 3.877
C 1.871 -3.043 1.643
C 2.350 -0.424 -3.796
C -4.547 1.462 -2.082
C -2.807 -1.749 -2.212
C 2.338 -2.059 4.194
C 2.533 -1.885 -4.032
C 2.039 2.124 4.570
H 2.535 2.799 5.246
H 1.606 -0.747 -0.696
H 1.593 -2.411 -3.875
H 0.392 3.176 3.571
H -2.848 3.720 1.526
H 2.876 -2.063 -5.048
H -1.363 1.592 1.577
H -3.253 -1.124 -2.988
H 2.502 -1.696 5.201
H -5.182 2.187 -2.594
H -2.342 -1.662 -0.081
H -3.840 -0.848 -0.528
H -3.763 2.316 0.992
H 3.153 -3.988 4.630
H -2.814 1.345 -3.403
H -1.790 -1.983 -2.538
H 0.647 -2.088 -0.504
H 2.995 2.532 -4.098
H 3.180 0.367 4.886
H 3.280 -2.299 -3.351
H 2.802 -4.839 2.332
H 1.681 -3.441 0.657
H -3.114 3.447 -0.191
H -4.756 1.542 -1.015
H -0.843 2.846 0.359
H -2.830 2.769 -2.378
H -4.868 0.470 -2.402
H -3.373 -2.681 -2.184
*
```

ΔE to the lowest compared entry with this formula, charge and spin	3.006	eV
orbital gap	0.22394	Eh
DFT total energy	-1775.36881	Ha
maximum force	1.4	eV/Å
HOMO	-9.547	eV

Results of the Löwdin charge analysis, in e, for atoms 1 through 6:
1. Sb 1.357
2. Sr 1.311
3. S 0.389
4. O -0.229
5. N 0.117
6. N -0.056


No. 2
Here is a molecular structure, C18H29AsBF4N5O2S3Tc at a distorted geometry from OMol25. Energies are from ωB97M-V/def2-TZVPD.

```
! wB97M-V def2-TZVPD RIJCOSX def2/J DEFGRID3
* xyz 2 4
Tc -8.483 -16.185 -0.833
As -4.917 -15.062 -0.930
S -6.209 -16.545 0.017
S -10.557 -17.624 -2.583
S -7.358 -20.752 -0.647
F -8.817 -12.535 1.062
F -8.674 -14.674 1.863
F -7.675 -14.409 -0.904
F -6.792 -13.387 1.815
O -9.302 -16.630 -2.640
O -9.858 -16.792 0.925
N -12.104 -12.971 -1.689
N -13.511 -13.855 -0.132
N -10.115 -14.755 -1.020
N -8.297 -18.150 -0.712
N -10.748 -18.011 2.608
C -5.004 -13.243 -0.444
C -11.343 -16.920 -4.053
C -11.262 -14.748 -0.337
C -7.848 -19.261 -0.669
C -10.286 -21.586 -2.890
C -9.895 -17.822 1.623
C -9.247 -21.752 -3.787
C -10.677 -20.287 -2.524
C -9.918 -13.886 -1.993
C -10.731 -19.237 3.420
C -10.914 -12.981 -2.319
C -8.993 -19.381 -4.036
C -10.030 -19.232 -3.115
C -8.608 -20.666 -4.361
C -12.286 -13.863 -0.693
C -5.043 -15.260 -2.801
C -11.678 -17.002 3.055
C -3.167 -15.607 -0.423
B -8.090 -13.523 1.563
H -9.196 -18.650 1.478
H -10.418 -20.091 2.830
H -10.760 -12.257 -3.116
H -3.117 -15.487 0.671
H -6.001 -12.865 -0.650
H -11.350 -15.397 0.517
H -4.260 -12.759 -1.081
H -10.825 -22.419 -2.433
H -11.369 -16.027 2.652
H -10.620 -16.997 -4.857
H -8.972 -13.910 -2.477
H -11.648 -16.954 4.151
H -2.964 -16.620 -0.754
H -8.513 -18.518 -4.470
H -11.477 -20.125 -1.807
H -8.907 -22.750 -4.016
H -11.538 -15.867 -3.825
H -7.777 -20.784 -5.053
H -2.498 -14.877 -0.892
H -10.065 -19.117 4.272
H -5.997 -14.835 -3.117
H -11.729 -19.427 3.781
H -4.197 -14.723 -3.231
H -4.738 -13.159 0.607
H -12.711 -17.247 2.768
H -14.130 -13.125 -0.441
H -13.680 -14.343 0.726
H -4.993 -16.319 -3.038
H -12.248 -17.450 -4.288
*
```

ΔE to the lowest compared entry with this formula, charge and spin	3.392	eV
orbital gap (spin up / spin down)	0.19540 / 0.07213	Eh
DFT total energy	-5062.59855	Ha
maximum force	3.1	eV/Å
HOMO (spin up / spin down)	-12.393 / -12.220	eV

Results of the Löwdin charge analysis, in e, for atoms 1 through 6:
1. Tc 1.288
2. As 0.784
3. S 0.299
4. S 1.024
5. S 0.704
6. F 0.260


No. 3
Here is a molecular structure, C18H29B2BeBr3CaF5LiNO8 at a distorted geometry from OMol25. Energies are from ωB97M-V/def2-TZVPD.

```
! wB97M-V def2-TZVPD RIJCOSX def2/J DEFGRID3
* xyz 1 1
Br -0.217 5.035 1.119
Br -1.075 4.968 -3.897
Br -2.918 3.320 -3.675
Ca -4.273 3.341 3.430
F -1.813 -10.053 -4.011
F -0.444 -10.547 -5.888
F -1.147 -10.158 -1.782
F 0.289 -10.871 -3.443
F -0.168 -8.618 -3.201
O 0.926 -6.547 0.159
O 1.217 -5.589 2.077
O -0.907 2.537 -0.074
O -0.341 -4.746 0.653
O 1.777 -0.283 1.538
O -0.551 0.350 -1.141
O -0.939 4.233 -1.645
O 1.182 3.253 -0.723
N -5.301 4.000 1.823
C 2.368 1.538 3.156
C -3.195 2.804 0.008
C 1.419 -0.321 0.160
C 0.874 -4.566 3.006
C -3.421 4.276 0.252
C -0.149 -0.526 -0.078
C 0.516 -5.551 0.932
C -2.068 2.261 -0.889
C -4.184 1.919 0.744
C -4.426 4.848 1.115
C 4.091 3.170 0.217
C 2.126 4.303 -0.925
C 0.255 -6.619 -1.108
C 3.156 4.443 0.263
C -5.130 2.597 1.571
C -1.936 0.679 -1.062
C 1.307 0.930 2.166
C -1.626 3.076 -2.172
B -0.168 3.751 -0.485
B -0.703 -9.925 -3.104
Be 4.065 5.035 -2.145
Li 5.956 1.867 -0.057
H 1.621 5.268 -1.207
H -0.250 -1.584 -0.452
H -2.734 4.987 -0.269
H 1.957 -1.155 -0.369
H -2.369 0.373 -2.058
H 5.178 3.517 0.189
H 2.653 4.521 1.263
H 1.045 1.704 1.391
H 1.072 -3.579 2.583
H -2.455 0.114 -0.249
H 2.747 3.988 -1.867
H -0.698 -0.377 0.884
H 3.890 2.579 -0.724
H 0.365 0.662 2.721
H -0.813 -6.784 -0.968
H -4.161 0.810 0.638
H 2.258 2.659 3.198
H -0.171 -4.653 3.307
H 3.777 5.356 0.085
H 2.165 1.149 4.181
H -0.778 2.446 -2.569
H 0.433 -5.711 -1.686
H 0.664 -7.462 -1.656
H 3.939 2.487 1.102
H 1.685 0.618 -0.404
H 1.502 -4.698 3.886
H -5.878 1.907 2.126
H 3.407 1.288 2.809
H -4.475 5.958 1.232
*
```

ΔE to the lowest compared entry with this formula, charge and spin	3.249	eV
orbital gap	0.03481	Eh
DFT total energy	-10330.25395	Ha
maximum force	4.8	eV/Å
HOMO	-8.312	eV

Results of the Löwdin charge analysis, in e, for atoms 1 through 6:
1. Br 0.698
2. Br 0.406
3. Br 0.741
4. Ca 1.596
5. F 0.150
6. F -0.086


Which of these has the highest maximum force? C18H29B2BeBr3CaF5LiNO8


Number 1 is which compound? C18H28N6OSSbSr


Among the records above, which one has the highest DFT total energy? C18H28N6OSSbSr